[1]
{
  "formula": "C25H43N4S2SiTl",
  "method": "wB97M-V/def2-TZVPD",
  "total_charge": 0,
  "homo_energy_ev": -5.6,
  "multiplicity": 1,
  "elements": ["H", "C", "H", "H", "C", "H", "C", "N", "N", "H", "H", "H", "C", "H", "N", "H", "C", "H", "H", "H", "H", "H", "H", "C", "Si", "C", "C", "S", "S", "H", "H", "H", "C", "C", "C", "H", "H", "H", "H", "C", "H", "N", "H", "H", "H", "C", "C", "H", "H", "H", "H", "C", "C", "C", "C", "C", "C", "C", "C", "C", "Tl", "H", "H", "H", "C", "H", "H", "H", "H", "H", "H", "H", "C", "H", "H", "H"],
  "positions_angstrom": [[-2.003, -3.339, 1.130], [0.804, 3.705, -1.996], [-5.573, 1.014, 3.462], [2.009, 7.024, -1.940], [0.243, -3.316, -1.497], [0.739, -0.330, -3.438], [-3.827, -1.282, -0.895], [1.058, 1.535, -1.005], [5.094, 6.917, -0.624], [-2.522, 4.706, 3.384], [-3.528, 4.677, 1.915], [-2.152, -1.596, 1.281], [2.702, 2.361, -2.544], [0.222, 4.608, -2.096], [-3.632, 0.558, 2.794], [-1.247, 0.997, -2.628], [-2.216, -1.935, -4.146], [-4.267, -3.900, -0.784], [0.648, -5.177, -2.526], [-3.976, 2.865, 3.718], [-3.465, -0.269, 2.236], [2.723, 0.463, -1.556], [-3.393, -3.644, -2.291], [-2.617, -2.489, 0.854], [-1.001, -1.739, -1.436], [1.990, 3.545, -2.705], [-3.287, -3.678, -1.212], [-2.134, 1.645, 0.932], [2.563, 4.834, -3.798], [-0.111, -0.426, -4.978], [3.479, 8.089, -0.214], [-3.598, -2.628, 1.318], [-4.663, 0.505, 3.803], [-1.296, -1.068, -3.289], [0.041, -0.928, -4.021], [0.491, -1.893, -4.228], [-1.944, 0.766, -4.235], [-0.709, -4.593, -0.009], [0.377, -3.373, 0.671], [-3.089, 1.691, 2.312], [2.387, -3.626, -1.606], [-3.344, 2.853, 2.932], [-4.321, 0.969, 4.732], [-3.475, -0.307, -0.564], [1.824, -2.283, -2.594], [-0.033, -4.328, -2.608], [0.225, -4.063, -0.161], [5.314, 4.479, -2.918], [1.918, -2.100, -0.844], [-1.923, 3.937, 1.899], [1.028, -4.803, -0.133], [-1.880, 0.347, -3.229], [5.592, 5.936, -1.355], [-2.758, -2.353, -0.667], [0.386, 2.684, -1.174], [3.561, 5.668, -2.554], [3.025, 6.693, -1.791], [4.871, 5.272, -2.335], [1.677, -2.798, -1.652], [-2.803, 4.120, 2.512], [0.228, -0.142, 0.730], [-4.902, -0.535, 4.010], [-1.853, -2.956, -4.212], [-4.737, -1.528, -0.342], [3.842, 7.283, -0.838], [-0.543, 2.769, -0.631], [-3.224, -1.953, -3.745], [-2.874, 0.358, -2.798], [6.620, 5.671, -1.144], [3.624, 2.200, -3.079], [-2.624, -4.501, -0.960], [-2.271, -1.532, -5.159], [2.202, 1.401, -1.692], [-4.094, -1.210, -1.944], [-1.049, -4.708, -2.550], [0.110, -3.884, -3.589]]
}

=====

[2]
{
  "formula": "C2H2N3OS",
  "method": "wB97M-V/def2-TZVPD",
  "total_charge": -1,
  "homo_energy_ev": [-4.5, -4.3],
  "de_lowest_kj_mol": 286.1,
  "multiplicity": 1,
  "elements": ["H", "N", "N", "O", "S", "C", "H", "C", "N"],
  "positions_angstrom": [[-0.576, 1.905, -0.459], [0.064, -0.445, 0.262], [-2.137, -1.325, 0.773], [1.514, 0.101, -1.442], [1.620, -2.222, -0.227], [-1.132, -0.849, 0.399], [0.212, 1.950, 0.864], [1.070, -0.716, -0.663], [-0.635, 1.601, 0.493]]
}

=====

[3]
{
  "formula": "C4H8O2",
  "method": "wB97M-V/def2-TZVPD",
  "smiles": "CC(C)C(=O)O",
  "total_charge": 0,
  "homo_energy_ev": -10.5,
  "de_lowest_kj_mol": 495.6,
  "multiplicity": 1,
  "elements": ["C", "H", "H", "O", "H", "C", "H", "H", "H", "C", "C", "H", "H", "O"],
  "positions_angstrom": [[-0.780, -0.261, -0.010], [0.073, 2.053, 0.298], [1.152, 1.009, 1.637], [-1.786, 0.559, -0.298], [1.751, -1.219, 0.644], [0.917, 1.434, 0.461], [1.201, -1.719, -0.768], [1.687, 1.583, 0.143], [2.726, -0.583, -0.310], [0.611, 0.170, -0.444], [1.658, -0.892, -0.238], [-1.514, 1.259, -0.566], [0.856, 0.631, -1.332], [-1.010, -1.273, 0.503]]
}

=====

[4]
{
  "formula": "C13H6Cl2NOS5TeV",
  "method": "wB97M-V/def2-TZVPD",
  "s_squared": 2.0332,
  "total_charge": -2,
  "homo_energy_ev": [-1.1, -1.6],
  "de_lowest_kj_mol": 1.4,
  "multiplicity": 3,
  "elements": ["C", "C", "Te", "S", "C", "C", "C", "Cl", "C", "H", "S", "Cl", "C", "H", "H", "S", "H", "N", "S", "S", "C", "C", "C", "C", "O", "C", "C", "H", "V", "H"],
  "positions_angstrom": [[2.363, 2.705, -2.495], [-2.619, -4.329, -0.760], [-0.897, -1.124, -3.232], [1.297, 5.097, -2.896], [0.413, -0.890, 2.464], [0.028, 1.394, 3.952], [-1.962, -3.089, -0.986], [-0.185, 2.995, 1.811], [3.049, 5.198, -3.063], [-2.852, -4.712, 0.225], [2.494, 0.993, -2.211], [0.744, -2.361, 1.591], [0.202, 0.179, 4.612], [-0.121, 2.314, 4.502], [-3.427, -5.935, -2.020], [-0.370, 2.650, -2.333], [0.563, -1.924, 4.308], [0.209, 0.418, 0.409], [-2.408, -4.080, -3.277], [3.822, 3.638, -2.787], [-2.930, -4.984, -1.913], [0.216, 0.310, 1.720], [-1.771, -2.805, -2.307], [0.402, -0.960, 3.843], [3.651, 6.218, -3.327], [1.196, 3.380, -2.546], [0.040, 1.447, 2.577], [-1.645, -2.415, -0.206], [0.301, 0.549, -1.349], [0.193, 0.126, 5.692]]
}

=====

[5]
{
  "formula": "C12H23Cl3N2O5",
  "method": "wB97M-V/def2-TZVPD",
  "s_squared": 0.7540,
  "total_charge": -1,
  "homo_energy_ev": [-5.9, -5.9],
  "de_lowest_kj_mol": 30.4,
  "multiplicity": 2,
  "elements": ["O", "C", "H", "H", "H", "C", "Cl", "H", "H", "H", "H", "C", "Cl", "C", "H", "H", "C", "H", "H", "H", "H", "H", "N", "N", "C", "O", "H", "C", "O", "C", "C", "H", "C", "H", "O", "C", "C", "H", "H", "O", "H", "H", "H", "H", "Cl"],
  "positions_angstrom": [[-2.613, -0.630, 4.667], [2.078, -0.026, -0.381], [-0.851, 0.413, 2.035], [-0.502, -1.704, -1.557], [3.916, 1.079, -0.602], [-0.210, -0.916, 0.417], [-3.491, -1.650, 4.139], [2.695, 1.898, 0.387], [0.877, 3.159, -0.560], [-0.830, -0.820, -3.474], [-1.738, -0.577, -1.084], [-0.663, -0.749, -1.054], [-2.175, 3.775, -0.954], [-1.279, -0.362, 1.402], [2.220, -1.874, -1.549], [-0.203, 3.632, 0.735], [-0.068, -2.417, 0.705], [-0.307, 2.345, -2.658], [-1.611, -1.143, 2.079], [0.035, 0.444, -4.026], [3.762, -1.152, -1.107], [-0.091, -2.620, 1.771], [1.078, -0.212, 0.698], [0.014, -0.285, -3.324], [0.094, 2.799, 0.103], [-4.487, -1.998, 5.123], [2.839, -2.007, 0.120], [-0.007, 0.303, -1.964], [1.599, -0.558, 1.809], [-0.827, 1.642, -2.006], [-1.127, 2.311, -0.667], [0.465, 2.011, 0.756], [3.147, 0.934, 0.156], [-1.731, 1.651, -0.055], [-4.137, -1.152, 2.942], [1.466, 0.617, -1.632], [2.753, -1.360, -0.750], [3.594, 0.534, 1.062], [-0.916, -2.926, 0.244], [-2.709, -2.824, 3.800], [0.841, -2.839, 0.277], [-2.171, -0.005, 0.896], [2.049, 0.251, -2.475], [1.624, 1.695, -1.610], [-2.404, 1.314, -2.834]]
}

=====

[6]
{
  "formula": "C7H11N",
  "method": "wB97M-V/def2-TZVPD",
  "smiles": "CC1=CC1(C)C.C#N",
  "total_charge": 0,
  "homo_energy_ev": -9.0,
  "de_lowest_kj_mol": 480.4,
  "multiplicity": 1,
  "elements": ["H", "H", "H", "H", "H", "C", "H", "C", "H", "C", "H", "C", "C", "H", "H", "C", "N", "H", "C"],
  "positions_angstrom": [[-1.091, 1.510, -1.358], [0.507, 2.371, 2.237], [-2.765, 0.645, -0.572], [-0.284, -1.670, 0.953], [1.828, -0.442, -2.118], [-0.665, 1.040, -0.482], [-0.754, -1.955, -0.819], [1.713, -0.017, -1.105], [1.329, 0.752, 2.109], [0.398, 1.298, 2.021], [2.607, -0.465, -0.617], [-0.049, 0.994, 0.671], [0.345, -0.116, -0.339], [2.091, 1.006, -1.241], [0.953, -2.144, -0.283], [-2.814, -0.511, -0.676], [-2.934, -1.592, -0.891], [-0.413, 0.957, 2.662], [-0.001, -1.662, -0.151]]
}